Density functional theory data (the ωB97M-V functional and the def2-TZVPD basis) for a 2-piece molecular cluster, C4H14NOS overall in a non-equilibrium geometry.

```
21
Properties=species:S:1:pos:R:3:forces:R:3
C 1.19633 -0.61710 0.76711 -0.4 -0.6 -1.1
C 1.39279 -0.53883 -0.76815 -0.6 0.5 0.4
C 0.10779 -0.53560 -1.58327 -1.1 -0.1 0.7
S -1.12099 0.68682 -0.96486 0.2 -0.2 0.1
C -0.29902 2.22006 -1.42937 -0.4 0.2 -0.2
N -0.04484 -1.39842 1.17973 1.3 0.0 1.4
H 1.03369 0.38884 1.13527 0.4 -0.1 0.5
H 2.03730 -1.19393 1.15623 0.0 0.8 0.4
H 1.83040 0.44742 -0.91766 0.6 -0.3 -0.2
H 2.06133 -1.34320 -1.03041 0.3 0.0 -0.6
H 0.16486 -0.32378 -2.64299 0.7 -0.1 -0.2
H -0.41841 -1.49595 -1.52799 0.0 0.0 -0.1
H -1.05653 3.00428 -1.37361 0.1 -0.1 -0.1
H 0.52816 2.53407 -0.81168 0.2 -0.2 0.4
H 0.04123 2.12190 -2.45259 0.0 0.1 -0.2
H 0.21025 -2.14454 1.82660 0.2 -0.4 -0.3
H -0.55056 -1.81810 0.41164 -0.5 0.3 -0.1
H -0.58486 -0.79750 1.83314 -1.0 -0.1 -0.7
H -2.73715 0.11029 2.94061 0.0 -0.1 0.1
H -1.93244 0.58854 1.70740 -0.3 0.2 0.1
O -1.85931 0.10475 2.54484 0.2 0.2 -0.4
```
Positions in Å, forces in eV/Å.

Summary:
**DFT total energy**: -18741.5338 eV
**Energy above the lowest of the compared OMol25 structures with the same formula, charge and spin**: 63.1 kJ/mol
**Net charge**: +1
**Maximum force**: 1.91 eV/Å

Mulliken atomic charge list, values in e, 6 entries:
1 C -0.44
2 C -0.52
3 C -0.95
4 S -0.03
5 C -0.88
6 N -0.15

---

Density functional theory data (the ωB97M-V functional and the def2-TZVPD basis) for a 2-piece molecular cluster, C4H14NOS2 overall in a non-equilibrium geometry.

```
22
Properties=species:S:1:pos:R:3:forces:R:3
N 2.31123 -0.58646 -1.46685 0.7 0.7 -0.4
C 2.13279 0.26374 -0.25489 1.1 -1.0 0.7
C 1.76010 -0.58004 0.92245 -1.6 -1.4 -0.1
S 0.06957 -1.42076 0.75831 1.2 -0.6 -0.3
S -1.14884 0.00635 0.09669 -0.8 0.6 0.1
C -1.93220 0.63275 1.63125 0.9 1.0 0.2
C -3.30970 1.23795 1.38959 0.4 0.1 0.1
H 2.97303 -1.30584 -1.25271 0.4 -0.9 0.2
H 1.43411 -1.01359 -1.80623 -0.3 0.4 -0.2
H 2.77138 -0.03951 -2.21374 -0.7 -0.2 0.2
H 1.46208 1.02029 -0.48908 -1.6 1.2 -0.3
H 3.06921 0.74593 -0.04030 0.6 0.2 -0.1
H 1.62085 -0.05895 1.84047 0.5 0.8 0.5
H 2.44378 -1.42610 1.09311 0.0 0.4 -0.1
H -1.99338 -0.16326 2.35125 0.1 -0.6 0.0
H -1.23558 1.38477 2.05397 -0.4 -0.4 -0.2
H -3.74516 0.85442 0.48896 -0.3 -0.2 -0.6
H -3.28504 2.33187 1.32629 -0.1 -0.3 0.2
H -3.93439 0.87531 2.19506 -0.3 0.4 0.2
H -0.43072 -0.70777 -3.62080 0.1 0.1 -0.3
H -0.81111 -1.35186 -2.31897 -0.6 -0.4 0.4
O -0.22204 -0.69924 -2.68382 0.6 0.1 -0.2
```
Positions in Å, forces in eV/Å.

Summary:
**DFT total energy**: -29577.1115 eV
**Energy above the lowest of the compared OMol25 structures with the same formula, charge and spin**: 25.1 kJ/mol
**Net charge**: +1
**Maximum force**: 2.11 eV/Å

Mulliken atomic charge list, values in e, 6 entries:
1 N -0.16
2 C -0.67
3 C -0.72
4 S -0.06
5 S -0.08
6 C -0.37

---

Density functional theory data (the ωB97M-V functional and the def2-TZVPD basis) for a 2-piece molecular cluster, C4H14NOS2 overall in a non-equilibrium geometry.

```
22
Properties=species:S:1:pos:R:3:forces:R:3
N 0.64179 -2.19075 0.51691 0.5 0.4 0.4
C 1.37562 -1.14493 1.32999 -1.2 0.1 0.4
C 0.44363 -0.09707 1.96261 -0.2 -0.1 -0.2
S -1.14923 0.11137 1.11514 0.4 0.3 -0.5
S -0.54384 0.92940 -0.70006 -0.4 -0.4 0.6
C -0.57761 2.70080 -0.38181 0.1 0.8 -0.8
C -0.57211 3.37681 -1.76585 0.2 0.4 0.4
H -0.32272 -1.92619 0.28639 -0.1 0.5 -0.1
H 1.18073 -2.23350 -0.33937 -0.4 -0.8 -0.4
H 0.55954 -3.08885 0.98097 0.3 -0.3 -0.1
H 1.99650 -0.64467 0.62181 0.6 0.2 -0.3
H 1.94552 -1.65349 2.09405 0.3 -0.1 0.0
H 0.98402 0.84798 1.99818 -0.1 0.0 0.0
H 0.17136 -0.34569 2.97779 0.0 -0.2 0.4
H -1.46369 3.03767 0.15182 -0.2 -0.5 0.1
H 0.28069 3.03058 0.18406 0.4 -0.2 0.2
H -0.44705 4.45158 -1.63096 -0.2 0.0 0.1
H -1.52054 3.20777 -2.26602 0.0 -0.1 -0.2
H 0.26943 3.09501 -2.39856 -0.1 -0.4 0.0
H -1.68831 -3.91114 -1.09427 -0.1 0.1 0.0
H -0.65800 -4.07194 -2.18177 0.1 0.1 -0.1
O -0.90573 -3.48074 -1.46106 0.0 -0.3 0.2
```
Positions in Å, forces in eV/Å.

Summary:
**DFT total energy**: -29577.1979 eV
**Energy above the lowest of the compared OMol25 structures with the same formula, charge and spin**: 16.8 kJ/mol
**Net charge**: +1
**Maximum force**: 1.26 eV/Å

Mulliken atomic charge list, values in e, 6 entries:
1 N -0.22
2 C -0.53
3 C -0.59
4 S -0.15
5 S -0.06
6 C -0.28

---

Density functional theory data (the ωB97M-V functional and the def2-TZVPD basis) for one molecule with the formula C4H14NPSi.

```
21
Properties=species:S:1:pos:R:3:forces:R:3
C 2.88156 -0.40471 0.90842 0.0 0.0 0.0
P 1.16460 0.30671 0.97446 0.2 0.1 -0.1
C 1.39225 1.82621 -0.09262 0.0 0.0 0.1
Si 0.20947 -0.96188 -0.61162 -0.1 -0.1 0.1
C -1.48241 -0.25908 -1.04617 -0.1 -0.1 -0.1
C -2.33747 0.24927 0.12391 0.1 0.0 0.0
N -2.92131 -0.78933 0.96482 -0.1 0.0 0.0
H 2.96423 -1.20869 1.63912 0.0 0.0 0.0
H 3.58379 0.37985 1.19312 0.0 0.0 0.1
H 3.18325 -0.78719 -0.06742 0.0 0.0 0.0
H 0.66467 2.58596 0.19146 -0.1 0.0 0.0
H 1.30847 1.64820 -1.16544 0.0 0.0 0.0
H 2.38208 2.24029 0.10161 0.0 0.0 0.0
H 1.04209 -0.97677 -1.84283 0.0 0.0 0.0
H 0.11903 -2.36174 -0.11779 0.0 0.0 0.0
H -2.04637 -1.03377 -1.57695 0.0 0.0 -0.1
H -1.31355 0.54190 -1.77398 0.0 0.1 0.1
H -3.15461 0.86129 -0.26082 0.0 0.0 0.0
H -1.74068 0.90370 0.76503 0.0 0.0 0.0
H -3.66375 -1.27027 0.47292 0.0 0.0 0.0
H -2.23536 -1.48993 1.22076 0.0 0.0 0.1
```
Positions in Å, forces in eV/Å.

Summary:
**DFT total energy**: -23031.3391 eV
**Energy above the lowest of the compared OMol25 structures with the same formula, charge and spin**: 0.0 kJ/mol
**Net charge**: 0
**Maximum force**: 0.24 eV/Å

Mulliken atomic charge list, values in e, 6 entries:
1 C -1.03
2 P 0.07
3 C -1.06
4 Si 0.41
5 C -0.68
6 C -0.48

---

Density functional theory data (the ωB97M-V functional and the def2-TZVPD basis) for a 2-piece molecular cluster, C4H14NS2 overall.

```
21
Properties=species:S:1:pos:R:3:forces:R:3
C -2.67739 0.43271 -1.04911 -0.1 -0.1 -0.2
S -3.41448 1.67624 -2.14380 0.3 0.0 -0.1
S -2.02563 1.70558 -3.67067 -0.3 -0.1 0.1
H -2.85475 -0.57064 -1.43170 0.0 0.0 0.0
H -3.12812 0.53424 -0.06520 -0.1 0.0 0.1
H -1.61003 0.61303 -0.97441 0.1 0.0 0.1
H -1.13421 2.49090 -3.06038 0.2 0.2 0.0
C 1.30065 -1.21965 0.86052 -0.1 0.0 0.2
C 1.04552 0.28225 0.90362 0.1 -0.3 -0.2
C 1.65405 0.94327 -0.33152 -0.3 0.0 0.0
N 0.80269 -1.92078 2.09731 0.0 0.2 0.0
H 0.78416 -1.70177 0.03149 0.1 0.1 -0.1
H 2.36372 -1.42875 0.78967 0.1 0.0 0.0
H 1.48755 0.68393 1.81371 0.0 0.1 0.1
H -0.03085 0.45431 0.93759 0.0 0.1 0.1
H 2.67820 0.60965 -0.47427 0.1 0.0 -0.1
H 1.07244 0.68479 -1.22111 0.1 0.0 0.0
H 1.65624 2.02803 -0.23891 0.0 0.0 0.0
H 1.10086 -1.43503 2.97441 0.0 0.0 -0.1
H -0.25394 -1.96510 2.09890 0.1 -0.1 0.0
H 1.18334 -2.89719 2.15389 -0.1 0.0 0.0
```
Positions in Å, forces in eV/Å.

Summary:
**DFT total energy**: -27532.6588 eV
**Energy above the lowest of the compared OMol25 structures with the same formula, charge and spin**: 30.1 kJ/mol
**Net charge**: 0
**Maximum force**: 0.38 eV/Å
**Spin multiplicity**: 2

Mulliken atomic charge list, values in e, 6 entries:
1 C -0.40
2 S -0.07
3 S -0.21
4 H 0.35
5 H 0.33
6 H -0.17

---

Which formula does entry 3 have? C4H14NOS2

---

Please write out number 4 again, unchanged.
Density functional theory data (the ωB97M-V functional and the def2-TZVPD basis) for one molecule with the formula C4H14NPSi.

```
21
Properties=species:S:1:pos:R:3:forces:R:3
C 2.88156 -0.40471 0.90842 0.0 0.0 0.0
P 1.16460 0.30671 0.97446 0.2 0.1 -0.1
C 1.39225 1.82621 -0.09262 0.0 0.0 0.1
Si 0.20947 -0.96188 -0.61162 -0.1 -0.1 0.1
C -1.48241 -0.25908 -1.04617 -0.1 -0.1 -0.1
C -2.33747 0.24927 0.12391 0.1 0.0 0.0
N -2.92131 -0.78933 0.96482 -0.1 0.0 0.0
H 2.96423 -1.20869 1.63912 0.0 0.0 0.0
H 3.58379 0.37985 1.19312 0.0 0.0 0.1
H 3.18325 -0.78719 -0.06742 0.0 0.0 0.0
H 0.66467 2.58596 0.19146 -0.1 0.0 0.0
H 1.30847 1.64820 -1.16544 0.0 0.0 0.0
H 2.38208 2.24029 0.10161 0.0 0.0 0.0
H 1.04209 -0.97677 -1.84283 0.0 0.0 0.0
H 0.11903 -2.36174 -0.11779 0.0 0.0 0.0
H -2.04637 -1.03377 -1.57695 0.0 0.0 -0.1
H -1.31355 0.54190 -1.77398 0.0 0.1 0.1
H -3.15461 0.86129 -0.26082 0.0 0.0 0.0
H -1.74068 0.90370 0.76503 0.0 0.0 0.0
H -3.66375 -1.27027 0.47292 0.0 0.0 0.0
H -2.23536 -1.48993 1.22076 0.0 0.0 0.1
```
Positions in Å, forces in eV/Å.

Summary:
**DFT total energy**: -23031.3391 eV
**Energy above the lowest of the compared OMol25 structures with the same formula, charge and spin**: 0.0 kJ/mol
**Net charge**: 0
**Maximum force**: 0.24 eV/Å

Mulliken atomic charge list, values in e, 6 entries:
1 C -1.03
2 P 0.07
3 C -1.06
4 Si 0.41
5 C -0.68
6 C -0.48